1.
{"formula": "C3H6N4", "method": "wB97M-V/def2-TZVPD", "species": ["N", "N", "C", "N", "C", "C", "N", "H", "H", "H", "H", "H", "H"], "xyz": [[2.38, 0.31, -0.02], [1.50, -0.85, 0.00], [0.28, -0.41, 0.01], [-0.20, 0.89, -0.01], [-1.59, 0.89, 0.00], [-2.00, -0.40, -0.01], [-0.84, -1.19, -0.01], [2.97, 0.21, 0.82], [3.02, 0.13, -0.78], [0.45, 1.66, 0.00], [-2.16, 1.81, 0.00], [-2.97, -0.84, 0.02], [-0.82, -2.20, 0.00]], "nbo_charge": [-0.72, -0.47, 0.54, -0.59, -0.09, -0.10, -0.57, 0.35, 0.35, 0.44, 0.22, 0.22, 0.42], "lumo_ha": 0.03870, "orbital_gap_ev": 8.295, "smiles": "NN=c1[nH]cc[nH]1"}

2.
{"formula": "C25H24ClFeNO2", "method": "wB97M-V/def2-TZVPD", "species": ["C", "C", "C", "H", "C", "C", "H", "H", "H", "H", "Fe", "Cl", "C", "C", "C", "H", "C", "C", "H", "H", "H", "H", "C", "C", "C", "C", "C", "C", "N", "C", "C", "C", "C", "C", "C", "C", "O", "O", "C", "C", "H", "H", "H", "H", "H", "H", "H", "H", "H", "H", "H", "H", "H", "H"], "xyz": [[-2.96, -1.58, -2.38], [-2.14, -1.72, -3.61], [-1.78, -0.43, -4.08], [-1.96, -2.66, -4.14], [-2.16, 0.54, -3.14], [-2.79, -0.11, -2.02], [-3.29, 0.35, -1.18], [-3.32, -2.37, -1.68], [-1.31, -0.20, -5.04], [-2.07, 1.63, -3.24], [-1.32, -1.42, -1.34], [-0.19, -3.45, -1.33], [2.05, -0.34, -1.94], [1.63, 0.90, -2.47], [1.42, 0.73, -3.90], [1.36, 1.75, -1.88], [1.75, -0.65, -4.20], [2.16, -1.28, -2.98], [2.24, -2.35, -2.84], [2.18, -0.55, -0.89], [0.94, 1.42, -4.60], [1.54, -1.15, -5.15], [3.88, 0.99, 1.95], [2.85, -0.14, 1.89], [3.29, -1.42, 1.56], [2.37, -2.45, 1.46], [1.03, -2.21, 1.69], [0.56, -0.96, 2.05], [-0.79, -0.87, 2.32], [-1.67, 0.20, 2.27], [-2.65, 0.30, 3.25], [-3.45, 1.42, 3.35], [-3.35, 2.48, 2.43], [-2.42, 2.38, 1.39], [-1.57, 1.27, 1.34], [-0.64, 1.18, 0.18], [-0.03, 2.14, -0.30], [-0.62, -0.01, -0.29], [1.49, 0.09, 2.21], [1.12, 1.46, 2.75], [3.62, 1.79, 1.22], [3.97, 1.41, 2.97], [4.87, 0.58, 1.66], [4.35, -1.62, 1.42], [2.70, -3.45, 1.20], [0.31, -2.98, 1.52], [-1.22, -1.74, 2.62], [-2.70, -0.45, 4.03], [-4.13, 1.53, 4.18], [-3.95, 3.39, 2.51], [-2.31, 3.15, 0.61], [0.98, 2.19, 1.92], [0.17, 1.44, 3.34], [1.95, 1.89, 3.36]], "lowdin_spin": [-0.02, 0.11, 0.04, 0.01, 0.12, 0.00, 0.00, 0.00, 0.00, 0.01, 3.54, 0.09, 0.00, 0.00, 0.00, 0.00, 0.00, 0.00, 0.00, 0.00, 0.00, 0.00, 0.00, 0.00, 0.00, 0.00, 0.00, 0.00, 0.00, 0.00, 0.00, 0.00, 0.00, 0.00, 0.00, 0.01, 0.02, 0.07, 0.00, 0.00, 0.00, 0.00, 0.00, 0.00, 0.00, 0.00, 0.00, 0.00, 0.00, 0.00, 0.00, 0.00, 0.00, 0.00], "lumo_ha": [0.16862, 0.16873], "orbital_gap_ev": [4.010, 4.012], "s2": 6.04, "charge": -2, "multiplicity": 5}

3.
{"formula": "C16H20BrIrN4O2S", "method": "wB97M-V/def2-TZVPD", "species": ["Ir", "O", "C", "O", "C", "C", "C", "C", "C", "N", "H", "H", "H", "H", "C", "C", "N", "C", "S", "N", "C", "C", "H", "H", "H", "H", "H", "H", "H", "H", "H", "H", "H", "H", "Br", "C", "C", "C", "N", "C", "C", "H", "H", "H", "H"], "xyz": [[-0.10, -0.15, -0.14], [-3.25, 1.85, 1.21], [-2.52, 1.14, 0.60], [-1.17, 1.25, 0.64], [-2.96, 0.05, -0.32], [-4.27, -0.23, -0.63], [-4.52, -1.22, -1.57], [-3.45, -1.88, -2.17], [-2.16, -1.55, -1.82], [-1.93, -0.61, -0.89], [-5.05, 0.33, -0.14], [-5.53, -1.47, -1.84], [-3.62, -2.65, -2.92], [-1.29, -2.04, -2.25], [3.36, 3.45, 1.22], [1.92, 3.01, 1.43], [1.05, 3.44, 0.32], [0.77, 2.77, -0.77], [1.49, 1.16, -1.08], [-0.02, 3.26, -1.71], [-0.66, 4.59, -1.66], [0.28, 5.71, -2.07], [3.96, 3.16, 2.09], [3.43, 4.53, 1.11], [3.79, 2.97, 0.34], [1.50, 3.45, 2.33], [1.84, 1.93, 1.52], [0.68, 4.37, 0.39], [-0.07, 2.74, -2.57], [-1.06, 4.73, -0.66], [-1.51, 4.54, -2.33], [1.16, 5.77, -1.43], [-0.24, 6.66, -2.02], [0.63, 5.57, -3.10], [3.74, -4.66, 2.84], [2.73, -3.36, 2.00], [3.34, -2.41, 1.19], [2.56, -1.47, 0.57], [1.22, -1.43, 0.74], [0.63, -2.34, 1.54], [1.35, -3.31, 2.19], [4.41, -2.41, 1.03], [2.99, -0.71, -0.07], [-0.44, -2.26, 1.67], [0.84, -4.02, 2.82]], "nbo_charge": [1.05, -0.47, 0.73, -0.67, 0.09, -0.18, -0.08, -0.21, 0.07, -0.47, 0.28, 0.26, 0.27, 0.24, -0.62, -0.22, -0.53, 0.41, -0.04, -0.54, -0.24, -0.63, 0.24, 0.23, 0.22, 0.23, 0.21, 0.43, 0.43, 0.21, 0.24, 0.21, 0.25, 0.23, 0.24, -0.02, -0.26, 0.09, -0.51, 0.06, -0.24, 0.27, 0.24, 0.23, 0.27], "lumo_ha": [-0.30075, -0.30055], "orbital_gap_ev": [6.844, 6.884], "charge": 2}

no.,electronic energy (eV),molecular weight (g mol⁻¹)
1,-9167.600,98.1
2,-78808.534,461.8
3,-110673.877,604.6